(1)
Here is 12 unconnected molecules or ions with the total composition C19H66N10O12 in a non-equilibrium geometry from the OMol25 dataset. Energies are from ωB97M-V/def2-TZVPD.

Its lowest unoccupied orbital energy is 0.0034 Eh. The HOMO energy is -0.321 Ha. As for the HOMO-LUMO gap: 8.8 eV. The maximum force comes out at 6.12 eV Å⁻¹. The calculation puts the energy above the lowest of the compared OMol25 structures with the same formula, charge and spin at 334.7 kJ/mol. The calculation puts the molar mass at 626.8 g mol⁻¹. The SMILES is COC[C@H](C)N.COC[C@H](C)N.COC[C@H](C)N.COC[C@H](C)N.NC(N)=O.NC(N)=O.NC(N)=O.O.O.O.O.O.

CARTESIAN COORDINATES (ANGSTROEM)
C 1.044 4.194 -1.354
O 2.174 4.053 -2.293
C 3.372 4.651 -1.885
C 4.631 4.786 -2.819
C 5.815 5.341 -2.042
N 4.390 5.689 -3.868
H 1.171 4.560 -0.335
H 0.547 3.277 -1.035
H 0.276 4.873 -1.723
H 3.159 5.605 -1.401
H 3.543 4.029 -1.006
H 4.847 3.749 -3.076
H 6.220 4.741 -1.227
H 5.526 6.188 -1.419
H 6.483 5.725 -2.812
H 3.516 5.444 -4.311
H 4.459 6.688 -3.735
C -3.767 -0.184 3.406
O -2.607 -0.877 3.127
C -2.707 -2.272 2.971
C -1.263 -2.867 2.557
C -0.165 -2.325 3.476
N -0.831 -2.404 1.235
H -3.590 0.870 3.189
H -4.104 -0.266 4.440
H -4.543 -0.615 2.774
H -3.134 -2.762 3.846
H -3.354 -2.641 2.176
H -1.235 -3.956 2.520
H 0.746 -2.915 3.576
H -0.377 -2.152 4.531
H 0.192 -1.334 3.194
H -1.495 -2.698 0.533
H -0.891 -1.397 1.288
C 2.325 -4.792 -2.028
O 1.023 -4.896 -2.420
C 0.048 -4.900 -1.451
C -1.296 -4.656 -2.088
C -1.845 -5.874 -2.895
N -1.403 -3.464 -2.916
H 2.731 -5.312 -1.161
H 2.544 -3.727 -1.957
H 2.970 -5.136 -2.836
H 0.029 -5.794 -0.827
H 0.293 -4.021 -0.855
H -1.890 -4.445 -1.199
H -2.930 -5.874 -2.992
H -1.694 -6.748 -2.260
H -1.320 -6.069 -3.830
H -0.917 -2.732 -2.417
H -0.778 -3.625 -3.692
C -4.858 -3.191 -3.340
O -4.551 -2.788 -2.026
C -4.837 -1.376 -1.859
C -3.977 -0.999 -0.644
C -4.320 0.470 -0.309
N -2.588 -1.118 -1.024
H -4.135 -2.917 -4.108
H -5.899 -2.978 -3.581
H -4.600 -4.244 -3.225
H -4.628 -0.841 -2.785
H -5.901 -1.234 -1.667
H -4.227 -1.746 0.110
H -4.065 1.088 -1.169
H -3.982 0.846 0.657
H -5.408 0.417 -0.256
H -2.621 -2.056 -1.397
H -2.543 -0.587 -1.882
N -1.136 5.537 3.401
C -1.226 4.361 2.807
N -0.024 4.000 2.315
O -2.301 3.790 2.584
H -1.933 6.037 3.769
H -0.268 6.040 3.519
H 0.807 4.512 2.573
H -0.035 3.129 1.803
N 0.187 0.217 -0.551
C -0.228 0.785 0.536
N -1.415 0.378 1.020
O 0.439 1.690 1.035
H 1.091 0.417 -0.954
H -0.439 -0.464 -0.958
H -1.937 -0.313 0.501
H -1.496 0.405 2.026
N 2.642 1.373 3.517
C 2.750 0.356 4.389
N 2.568 0.861 5.560
O 2.786 -0.806 4.067
H 2.707 1.224 2.521
H 2.767 2.294 3.914
H 2.510 1.858 5.710
H 2.673 0.310 6.400
O 0.671 -1.553 -2.988
H 0.616 -0.602 -2.891
H 1.563 -1.710 -3.299
O 4.666 -1.014 -1.367
H 4.454 -1.702 -0.736
H 3.848 -0.529 -1.477
O 4.342 1.255 0.583
H 3.571 1.569 0.110
H 4.619 0.476 0.101
O -0.531 1.536 4.076
H 0.376 1.288 3.896
H -0.868 1.843 3.235
O 2.685 0.987 -2.014
H 3.368 0.832 -2.667
H 2.335 1.851 -2.235

Mulliken atomic charge list, values in e, 2 entries: number 1, C, carries -0.6311; number 2, O, carries -0.4796

(2)
Here is 9 unconnected molecules or ions with the total composition C28H72O25S8 in a non-equilibrium geometry from the OMol25 dataset. Energies are from ωB97M-V/def2-TZVPD.

Its lowest unoccupied orbital energy is -0.0044 Eh. The HOMO energy is -0.351 Ha. As for the HOMO-LUMO gap: 9.4 eV. The maximum force comes out at 4.51 eV Å⁻¹. The calculation puts the energy above the lowest of the compared OMol25 structures with the same formula, charge and spin at 75.0 kJ/mol. The calculation puts the molar mass at 1065.4 g mol⁻¹. The SMILES is CCOS(C)(=O)=O.CCOS(C)(=O)=O.CCOS(C)(=O)=O.CCOS(C)(=O)=O.CCOS(C)(=O)=O.CCOS(C)(=O)=O.CCOS(C)(=O)=O.CCOS(C)(=O)=O.C1CCOC1.

CARTESIAN COORDINATES (ANGSTROEM)
C 0.551 2.584 -2.934
C 1.203 1.386 -2.182
O 2.093 1.959 -1.267
S 1.571 2.323 0.244
C 1.668 0.658 0.981
O 2.514 3.245 0.905
O 0.193 2.668 0.200
H 1.368 3.059 -3.477
H 0.111 3.345 -2.290
H -0.178 2.342 -3.707
H 0.447 0.697 -1.804
H 1.830 0.805 -2.857
H 0.851 0.200 0.423
H 1.412 0.692 2.040
H 2.670 0.333 0.701
C 2.936 0.502 10.272
C 1.712 0.920 9.369
O 0.546 0.248 9.927
S -0.259 -0.778 8.896
C -0.879 0.548 7.680
O 0.660 -1.672 8.170
O -1.327 -1.288 9.714
H 2.761 0.636 11.339
H 3.787 1.030 9.842
H 3.170 -0.563 10.268
H 1.660 1.999 9.516
H 1.928 0.640 8.338
H -0.040 1.176 7.379
H -1.710 1.062 8.164
H -1.205 0.100 6.742
C 5.409 -10.996 2.147
C 5.658 -10.388 3.524
O 5.309 -9.010 3.536
S 5.626 -7.950 4.825
C 4.996 -6.382 4.091
O 4.788 -8.451 5.908
O 7.081 -7.837 4.947
H 6.218 -10.559 1.562
H 4.383 -10.718 1.907
H 5.589 -12.038 1.881
H 5.054 -11.002 4.193
H 6.681 -10.475 3.889
H 5.263 -6.431 3.035
H 5.423 -5.531 4.622
H 3.919 -6.482 4.228
C -0.491 -2.975 -10.345
C -0.111 -2.231 -9.020
O 0.623 -1.097 -9.189
S 2.259 -0.959 -8.879
C 2.830 -1.721 -10.458
O 2.706 0.453 -8.861
O 2.556 -1.900 -7.803
H -0.950 -3.917 -10.045
H 0.224 -3.179 -11.143
H -1.328 -2.543 -10.894
H -0.994 -1.995 -8.427
H 0.455 -2.930 -8.403
H 2.289 -1.281 -11.296
H 2.631 -2.791 -10.399
H 3.885 -1.496 -10.613
C 9.708 -4.928 -0.128
C 10.199 -3.483 0.021
O 9.802 -2.556 -0.921
S 8.347 -2.746 -1.727
C 8.069 -1.070 -2.462
O 8.605 -3.585 -2.895
O 7.224 -3.031 -0.778
H 10.259 -5.371 -0.958
H 8.646 -5.088 -0.317
H 10.020 -5.587 0.682
H 9.879 -3.095 0.989
H 11.289 -3.445 0.017
H 9.063 -0.776 -2.800
H 7.733 -0.453 -1.629
H 7.363 -0.994 -3.289
C -4.521 -4.575 -3.159
C -3.673 -5.340 -2.118
O -2.267 -5.226 -2.319
S -1.372 -5.914 -1.152
C 0.249 -5.898 -2.123
O -1.247 -5.004 -0.063
O -1.912 -7.248 -0.866
H -4.075 -3.596 -3.331
H -5.570 -4.380 -2.939
H -4.407 -5.062 -4.127
H -3.909 -5.007 -1.108
H -3.981 -6.385 -2.075
H 0.254 -6.580 -2.974
H 1.146 -5.846 -1.507
H 0.255 -4.879 -2.509
C -4.225 7.143 4.503
C -3.935 5.899 5.445
O -4.980 5.730 6.498
S -6.471 5.195 6.035
C -7.091 4.501 7.665
O -7.320 6.302 5.732
O -6.192 4.106 5.053
H -5.298 7.275 4.366
H -3.696 7.121 3.550
H -3.782 7.885 5.168
H -3.942 5.040 4.774
H -2.974 6.051 5.937
H -8.052 4.016 7.490
H -7.240 5.302 8.389
H -6.375 3.787 8.074
C -9.196 5.776 -0.308
C -9.183 4.372 -0.922
O -8.254 4.400 -1.992
S -7.545 2.973 -2.544
C -6.594 2.490 -1.027
O -8.578 1.981 -2.807
O -6.617 3.430 -3.559
H -10.041 5.919 0.365
H -9.245 6.495 -1.126
H -8.317 5.891 0.326
H -8.991 3.630 -0.146
H -10.165 4.290 -1.389
H -6.111 1.542 -1.266
H -7.224 2.131 -0.214
H -5.967 3.310 -0.679
C -1.210 9.117 -4.526
C -2.677 8.796 -4.907
C -3.382 8.792 -3.600
O -2.538 9.566 -2.721
C -1.140 9.349 -3.039
H -0.920 10.000 -5.095
H -0.633 8.299 -4.956
H -2.889 7.852 -5.409
H -3.003 9.597 -5.571
H -3.569 7.805 -3.178
H -4.352 9.271 -3.741
H -0.727 8.479 -2.529
H -0.561 10.193 -2.664

Mulliken atomic charge list, values in e, 2 entries: number 1, C, carries -1.0291; number 2, C, carries -0.2691

(3)
Here is 6 unconnected molecules or ions with the total composition C24H48FIN7O7 in a non-equilibrium geometry from the OMol25 dataset. Energies are from ωB97M-V/def2-TZVPD.

Its lowest unoccupied orbital energy is -0.1615 Eh. The HOMO energy is -0.388 Ha. As for the HOMO-LUMO gap: 6.2 eV. The maximum force comes out at 9.90 eV Å⁻¹. The calculation puts the molar mass at 692.6 g mol⁻¹. As for the net charge: +1.

CARTESIAN COORDINATES (ANGSTROEM)
C -0.822 -0.920 7.285
C -2.152 -0.701 6.348
I -3.068 1.204 7.065
C -1.845 -0.493 4.750
C -1.067 -1.768 4.036
C 0.566 -1.620 4.104
O 1.217 -2.196 5.142
N 1.436 -0.864 3.112
C 1.188 0.642 3.223
O 0.368 1.172 2.296
F 1.757 1.506 4.311
C -1.798 -1.993 2.567
C -3.185 -2.772 3.083
C -2.677 -3.563 4.427
N -1.514 -2.963 4.849
H -1.178 -0.728 8.408
H 0.059 -0.171 7.072
H -0.426 -2.032 7.272
H -2.941 -1.539 6.555
H -1.204 0.502 4.658
H -2.885 -0.242 4.222
H 2.437 -0.971 3.451
H -1.163 -2.705 1.889
H -2.044 -0.988 1.984
H -3.309 -3.643 2.303
H -4.170 -2.141 3.119
H -3.259 -4.480 4.891
H -1.092 -3.417 5.699
C -1.059 0.999 -1.233
C -2.535 1.035 -0.953
O -3.127 0.083 -0.448
N -3.225 2.166 -1.276
C -2.723 3.381 -1.871
H -0.653 0.033 -0.920
H -0.877 1.120 -2.304
H -0.551 1.786 -0.668
H -4.213 2.110 -1.057
H -2.936 4.207 -1.187
H -3.259 3.546 -2.809
H -1.651 3.338 -2.067
C 1.309 4.548 -2.950
C 1.366 3.069 -3.212
O 0.361 2.415 -3.481
N 2.579 2.450 -3.146
C 3.866 3.031 -2.849
H 0.275 4.894 -3.040
H 1.658 4.763 -1.936
H 1.917 5.083 -3.685
H 2.532 1.455 -3.336
H 4.526 2.845 -3.701
H 4.269 2.527 -1.967
H 3.806 4.103 -2.662
C 4.224 8.310 -4.564
C 4.281 6.831 -4.826
O 3.275 6.177 -5.095
N 5.494 6.211 -4.760
C 6.781 6.792 -4.463
H 3.190 8.656 -4.653
H 4.573 8.525 -3.550
H 4.832 8.845 -5.298
H 5.447 5.217 -4.949
H 7.441 6.606 -5.314
H 7.184 6.289 -3.581
H 6.721 7.865 -4.276
C 1.394 -2.448 -6.875
C 2.091 -1.666 -5.797
O 3.173 -2.018 -5.332
N 1.490 -0.534 -5.332
C 0.233 0.045 -5.742
H 1.997 -3.322 -7.139
H 0.422 -2.796 -6.517
H 1.274 -1.830 -7.769
H 2.023 -0.065 -4.608
H 0.429 1.057 -6.105
H -0.416 0.099 -4.864
H -0.258 -0.535 -6.524
C -2.724 -7.271 4.674
C -4.223 -7.280 4.579
O -4.895 -6.266 4.761
N -4.844 -8.457 4.281
C -4.245 -9.746 4.034
H -2.380 -6.262 4.918
H -2.394 -7.949 5.467
H -2.285 -7.563 3.716
H -5.853 -8.378 4.236
H -4.537 -10.069 3.031
H -4.645 -10.451 4.767
H -3.157 -9.722 4.107

Mulliken atomic charge list, values in e, 2 entries: number 1, C, carries -0.8127; number 2, C, carries -0.5313

(4)
Here is 7 unconnected molecules or ions with the total composition C18H36N9O14 in a non-equilibrium geometry from the OMol25 dataset. Energies are from ωB97M-V/def2-TZVPD.

Its lowest unoccupied orbital energy is -0.1504 Eh. The HOMO energy is -0.389 Ha. As for the HOMO-LUMO gap: 6.5 eV. The maximum force comes out at 5.09 eV Å⁻¹. The calculation puts the molar mass at 602.5 g mol⁻¹. As for the net charge: +1.

CARTESIAN COORDINATES (ANGSTROEM)
C 3.950 -3.758 1.733
C 3.992 -2.496 0.726
C 4.997 -1.332 0.864
C 4.946 -0.133 -0.115
C 3.932 -0.060 -1.279
C 2.924 -1.227 -1.425
C 2.963 -2.407 -0.426
C 1.846 -3.551 -0.637
N 0.579 -3.045 -0.015
C -0.311 -2.416 -0.968
N -0.537 -2.890 -2.354
N -1.030 -1.338 -0.605
C -0.994 -0.712 0.751
C -1.672 -1.730 1.789
C -2.372 -1.019 3.032
O -2.392 0.212 3.272
O -3.075 -1.877 3.940
H 4.917 -3.677 2.352
H 3.918 -4.747 1.153
H 3.036 -3.664 2.422
H 5.746 -1.358 1.721
H 5.699 0.704 0.069
H 3.879 0.825 -2.003
H 2.132 -1.208 -2.247
H 2.149 -4.521 -0.095
H 1.769 -3.817 -1.741
H 0.108 -3.745 0.573
H -1.299 -3.585 -2.280
H -0.881 -2.083 -2.902
H -1.666 -0.906 -1.300
H -1.667 0.227 0.721
H 0.036 -0.359 1.083
H -0.856 -2.420 2.210
H -2.481 -2.310 1.230
H -2.898 -2.802 3.632
C -5.906 0.432 3.338
N -6.739 1.651 3.170
O -6.304 2.695 3.622
O -7.805 1.515 2.589
H -4.993 0.697 3.867
H -6.489 -0.289 3.911
H -5.678 0.055 2.342
C 4.041 2.913 3.576
N 4.454 1.598 3.017
O 5.333 1.600 2.170
O 3.881 0.610 3.447
H 4.628 3.691 3.108
H 2.982 3.044 3.359
H 4.225 2.884 4.650
C 3.787 7.290 1.199
N 3.408 6.091 1.990
O 2.381 6.151 2.644
O 4.157 5.128 1.928
H 3.035 8.062 1.350
H 4.760 7.625 1.556
H 3.830 6.993 0.152
C 2.497 1.593 -5.852
N 3.326 1.055 -4.741
O 3.818 1.861 -3.965
O 3.456 -0.157 -4.686
H 2.471 2.678 -5.776
H 2.961 1.283 -6.788
H 1.500 1.176 -5.750
C -9.937 -0.781 3.928
N -9.021 -1.892 3.562
O -8.104 -2.140 4.330
O -9.253 -2.477 2.519
H -9.611 -0.354 4.875
H -9.886 -0.038 3.133
H -10.940 -1.196 4.017
C -1.036 -0.484 -8.715
N 0.136 0.028 -7.956
O -0.053 0.965 -7.193
O 1.202 -0.527 -8.150
H -1.912 0.102 -8.444
H -0.812 -0.375 -9.775
H -1.171 -1.530 -8.445

Mulliken atomic charge list, values in e, 2 entries: number 1, C, carries -1.1674; number 2, C, carries 0.7093

(5)
Here is C2H5FN2S2 in the gas phase in a non-equilibrium geometry from the OMol25 dataset. Energies are from ωB97M-V/def2-TZVPD.

Its lowest unoccupied orbital energy is 0.0212 Eh. The HOMO energy is -0.320 Ha. As for the HOMO-LUMO gap: 9.3 eV. The maximum force comes out at 2.58 eV Å⁻¹. The calculation puts the energy above the lowest of the compared OMol25 structures with the same formula, charge and spin at 24.3 kJ/mol. The calculation puts the molar mass at 140.2 g mol⁻¹. The SMILES is FC/C(=N\S)NS.

CARTESIAN COORDINATES (ANGSTROEM)
F 1.279 -0.775 -1.384
C -0.037 -0.750 -1.119
C -0.385 -0.055 0.195
N -0.057 -0.417 1.376
S 0.843 -1.884 1.614
N -1.144 1.112 0.140
S -0.851 2.317 -1.023
H -0.469 -1.720 -0.885
H -0.550 -0.265 -1.955
H 1.344 -2.186 0.395
H -1.156 1.548 1.064
H 0.392 2.646 -0.675

natural (NBO) atomic charge list, values in e, 2 entries: number 1, F, carries -0.3362; number 2, C, carries -0.0250

(6)
Here is 2 unconnected molecules or ions with the total composition C14H25IN3O2PS in a non-equilibrium geometry from the OMol25 dataset. Energies are from ωB97M-V/def2-TZVPD.

Its lowest unoccupied orbital energy is -0.0704 Eh. The HOMO energy is -0.138 Ha. As for the HOMO-LUMO gap: 1.8 eV. The maximum force comes out at 6.93 eV Å⁻¹. The calculation puts the molar mass at 457.3 g mol⁻¹.

CARTESIAN COORDINATES (ANGSTROEM)
O 1.270 4.360 -0.308
C 1.110 3.115 -0.484
C 2.375 2.260 -1.047
C 3.687 3.025 -0.465
C 4.612 3.881 -1.354
N 5.586 4.367 -0.354
C 5.262 3.854 0.971
I 6.363 4.319 2.805
N 4.063 2.990 0.960
P 3.298 2.192 2.336
S 2.785 0.351 2.023
H 0.104 2.656 -0.193
H 2.346 1.161 -0.683
H 2.388 2.230 -2.205
H 4.558 4.115 -2.464
H 6.338 5.002 -0.648
H 4.219 2.237 3.458
H 2.144 2.956 2.758
C -0.368 -2.807 1.083
C -1.233 -2.837 -0.191
C -2.605 -3.475 0.126
C -3.537 -2.622 0.980
C -3.305 -1.121 0.825
C -2.620 -0.703 -0.496
N -1.349 -1.426 -0.604
O -0.643 -1.109 -1.735
C -2.325 0.809 -0.371
C -3.594 -0.904 -1.674
C -0.546 -3.793 -1.192
H 0.622 -2.393 0.873
H -0.222 -3.813 1.495
H -0.817 -2.195 1.869
H -3.119 -3.709 -0.812
H -2.465 -4.445 0.622
H -4.573 -2.866 0.720
H -3.425 -2.890 2.036
H -4.261 -0.597 0.945
H -2.688 -0.786 1.667
H -1.598 1.001 0.426
H -3.235 1.367 -0.127
H -1.927 1.228 -1.300
H -4.511 -0.324 -1.516
H -3.893 -1.947 -1.807
H -3.162 -0.563 -2.618
H -0.462 -4.800 -0.769
H 0.469 -3.472 -1.438
H -1.116 -3.877 -2.122

natural (NBO) atomic charge list, values in e, 2 entries: number 1, O, carries -0.5412; number 2, C, carries 0.4074